Density functional theory data (ωB97M-V with the def2-TZVPD basis set) for a molecular structure, C38H29BrN3O10PSW at a distorted geometry.

The geometry in XYZ format:
```
84
Properties=species:S:1:pos:R:3:forces:R:3
W 0.459 0.956 0.517 1.113 -0.703 -1.792
Br -5.324 -3.641 3.103 0.026 -0.004 -0.016
C -3.682 -3.016 2.397 0.028 -0.015 0.015
C -2.523 -3.767 2.578 -0.108 -0.037 0.037
C -1.331 -3.308 2.061 0.045 0.149 -0.121
C -1.287 -2.098 1.362 -0.027 -0.106 0.099
O -0.170 -1.641 0.781 0.448 -0.454 0.350
C -2.437 -1.326 1.200 -0.207 0.500 -0.207
C -2.533 -0.011 0.566 -0.166 -0.639 0.056
N -1.636 0.814 0.121 0.061 0.804 0.372
C -2.156 2.076 -0.329 0.387 -0.043 -0.386
C -3.332 2.665 0.010 -0.504 0.164 0.133
C -3.730 3.893 -0.588 -0.066 -0.279 0.214
C -2.962 4.505 -1.525 0.259 -0.032 -0.133
C -1.699 3.944 -1.856 -0.174 0.163 -0.037
C -0.801 4.501 -2.789 -0.230 0.278 -0.049
C 0.413 3.922 -2.982 0.231 -0.406 0.185
C 0.766 2.808 -2.190 0.168 0.469 -0.538
N -0.055 2.253 -1.339 0.069 0.175 0.384
C -1.289 2.778 -1.202 -0.468 -0.253 0.040
C -3.644 -1.825 1.716 -0.155 -0.019 0.036
H -2.562 -4.710 3.106 -0.002 0.019 0.001
H -0.429 -3.894 2.171 -0.002 0.028 0.008
H -3.563 0.312 0.455 -0.013 -0.066 0.013
H -3.981 2.215 0.749 -0.015 0.047 -0.019
H -4.674 4.332 -0.290 0.007 -0.033 0.016
H -3.278 5.425 -1.999 0.013 -0.022 -0.001
H -1.087 5.393 -3.337 -0.007 -0.036 0.032
H 1.131 4.312 -3.689 -0.008 -0.005 0.009
H 1.758 2.402 -2.277 0.043 -0.010 0.026
H -4.552 -1.247 1.593 0.025 -0.027 0.009
O 4.331 1.791 -0.685 0.043 -0.031 -0.113
C 3.232 1.294 -0.731 -0.210 0.258 0.269
O 2.188 1.821 -0.132 0.258 0.193 -0.037
C 2.987 0.049 -1.573 0.072 -0.149 -0.123
P 1.235 -0.447 -1.612 -0.320 0.137 0.310
C 1.289 -2.276 -1.761 0.091 0.012 -0.056
C 0.155 -3.058 -1.549 -0.077 0.012 -0.171
C 0.186 -4.427 -1.772 -0.032 0.068 0.018
C 1.349 -5.035 -2.223 0.038 -0.003 -0.008
C 2.473 -4.263 -2.471 -0.009 -0.013 0.016
C 2.442 -2.893 -2.248 -0.035 -0.031 0.107
C 0.594 -0.064 -3.287 -0.001 0.031 -0.010
C 1.388 0.053 -4.424 0.004 0.024 0.008
C 0.815 0.325 -5.660 0.001 -0.013 0.027
C -0.560 0.470 -5.775 -0.009 0.000 0.041
C -1.364 0.336 -4.649 0.020 -0.006 -0.010
C -0.788 0.073 -3.416 -0.011 0.011 -0.005
H 3.564 -0.751 -1.118 0.024 -0.023 0.056
H 3.403 0.230 -2.562 0.077 -0.016 -0.014
H -0.767 -2.600 -1.219 0.009 0.003 -0.033
H -0.705 -5.016 -1.594 0.017 0.010 -0.005
H 1.375 -6.105 -2.390 -0.004 0.025 0.001
H 3.380 -4.724 -2.841 -0.012 0.009 0.009
H 3.332 -2.316 -2.460 -0.003 -0.004 -0.003
H 2.463 -0.069 -4.360 -0.022 -0.002 -0.012
H 1.445 0.418 -6.535 -0.003 0.000 0.017
H -1.005 0.684 -6.738 0.007 -0.006 0.012
H -2.438 0.442 -4.732 0.018 -0.001 0.004
H -1.418 -0.014 -2.536 0.008 -0.001 0.007
O 1.774 -0.568 0.970 -0.702 -0.300 0.275
C 1.136 -1.615 1.555 -0.309 0.186 -0.048
C 0.837 -1.357 2.986 0.057 -0.238 0.149
C 1.268 -2.181 4.004 -0.014 -0.077 -0.070
C 0.908 -1.869 5.299 -0.041 -0.416 0.328
C 0.128 -0.768 5.602 -0.154 0.198 -0.048
C -0.303 0.057 4.580 0.061 -0.011 0.247
C 0.062 -0.232 3.268 -0.083 0.243 -0.200
O -0.371 0.546 2.276 0.101 -0.434 0.181
N 1.352 -2.756 6.394 0.652 0.696 -0.305
O 1.156 -2.388 7.533 -0.313 -0.132 0.132
O 1.985 -3.749 6.092 -0.188 -0.279 -0.032
H 1.617 -2.581 1.387 0.172 -0.001 -0.093
H 1.865 -3.062 3.804 -0.005 0.012 0.009
H -0.131 -0.567 6.631 0.004 -0.005 0.001
H -0.896 0.940 4.777 0.030 -0.003 -0.023
C 2.235 4.333 2.062 0.128 0.232 -0.141
S 1.131 3.033 2.449 -0.099 -0.273 -0.136
O 0.412 3.376 3.641 -0.051 0.080 -0.176
O 1.899 1.792 2.455 0.031 0.317 0.408
O 0.209 2.931 1.217 -0.018 0.072 0.488
H 2.743 4.610 2.983 0.033 -0.004 -0.043
H 1.660 5.172 1.674 0.027 0.000 0.061
H 2.934 3.955 1.317 -0.033 0.033 -0.004
```
Positions in Å, forces in eV/Å.

Calculated values
Total charge ... 0
E_LUMO (spin up / spin down) ... -1.07 / -1.06 eV
HOMO energy (spin up / spin down) ... -6.5622 / -6.6741 eV
Orbital gap (spin up / spin down) ... 5.49 / 5.61 eV
Strongest force on any atom ... 2.22 eV/A
Energy above the lowest of the compared OMol25 structures with the same formula, charge and spin ... 26.61 kcal per mole
Multiplicity ... 1

Results of the Löwdin charge analysis, in e, for atoms 1 through 5:
1. W 1.741
2. Br 0.741
3. C -0.684
4. C -0.096
5. C 0.024